1.
C2H7N3S | ωB97M-V/def2-TZVPD

Computed properties:
Multiplicity: 1
Relative energy (zero: lowest compared OMol25 entry of this formula, charge and spin): 70.4 kcal per mole
HOMO-LUMO gap: 0.354 Eh
DFT total energy: -642.74053 Eh

Element x y z (Å)
C  -0.416  0.860  2.533
C  -0.360  -0.070  -0.313
H  -0.076  1.665  3.182
H  0.017  -0.077  2.998
H  -1.548  0.477  2.774
H  -0.763  -1.956  -0.843
H  0.800  0.905  -1.474
H  1.918  -0.686  -2.215
H  0.658  -0.789  -3.361
N  -0.940  -1.167  -0.036
N  0.030  0.348  -1.591
N  0.839  -0.751  -2.414
S  -0.159  1.239  0.760

Cartesian forces, eV/Å:
-2.888 -3.721 1.159
-1.630 -3.159 -0.313
-0.315 0.370 -0.582
0.555 0.909 -1.318
2.308 1.850 -0.812
-0.675 2.856 2.116
1.715 2.761 0.362
-3.045 0.162 -0.475
-0.850 0.718 -2.118
1.254 -2.237 -1.535
1.561 -3.083 -3.137
1.400 0.362 4.896
0.610 2.212 1.756

natural (NBO) analysis output, partial charges in e: C -0.7750; C 0.2059; H 0.2447; H 0.2426; H 0.2409; H 0.3636; H 0.3541; H 0.3586; H 0.3640; N -0.6867; N -0.4463; N -0.7172; S 0.2509

***

2.
C2H7N3S | ωB97M-V/def2-TZVPD

Computed properties:
Multiplicity: 1
Relative energy (zero: lowest compared OMol25 entry of this formula, charge and spin): 33.9 kcal per mole
HOMO-LUMO gap: 0.336 Eh
DFT total energy: -642.79864 Eh

Element x y z (Å)
C  -0.531  1.568  -0.060
C  -0.061  0.135  0.021
H  0.394  2.157  -0.007
H  -1.070  1.802  0.869
H  -1.005  1.853  -0.906
H  1.974  0.636  0.402
H  1.596  -1.745  -0.820
H  1.483  -1.740  0.831
H  -2.734  -1.884  -0.259
N  1.334  0.043  -0.051
N  1.883  -1.267  -0.003
N  -0.783  -0.944  -0.046
S  -2.480  -0.613  0.029

Cartesian forces, eV/Å:
2.568 -0.691 3.943
0.038 -0.153 -1.025
-0.260 0.173 -0.045
-0.313 0.100 -0.486
-1.882 0.442 -2.596
0.046 1.324 0.521
-0.443 -0.638 -0.764
0.237 0.099 -0.960
-0.451 -0.158 -0.011
-0.911 -2.511 -0.697
0.188 0.637 1.767
0.687 1.722 0.582
0.496 -0.347 -0.229

natural (NBO) analysis output, partial charges in e: C -0.6837; C 0.4047; H 0.2172; H 0.2322; H 0.2379; H 0.3871; H 0.3572; H 0.3463; H 0.1188; N -0.4575; N -0.6481; N -0.6437; S 0.1316

***

3.
C2H7N4O | ωB97M-V/def2-TZVPD

Computed properties:
Multiplicity: 1
Relative energy (zero: lowest compared OMol25 entry of this formula, charge and spin): 86.2 kcal per mole
HOMO-LUMO gap: 0.367 Eh
Charge: +1
DFT total energy: -374.31222 Eh

Element x y z (Å)
C  -0.903  -0.263  -0.462
C  -2.298  0.049  -0.061
N  -0.521  -0.864  -1.454
N  -0.074  0.386  0.555
N  2.501  0.040  0.272
N  -0.829  0.885  1.433
O  -2.090  0.748  1.165
H  -2.803  0.632  -0.887
H  -3.089  -0.757  0.023
H  0.532  -1.048  -1.682
H  2.970  0.886  0.262
H  2.381  -0.274  -0.675
H  1.355  0.199  0.602
H  2.867  -0.619  0.910

Cartesian forces, eV/Å:
0.421 0.701 1.237
-1.753 -0.483 -1.629
2.600 -1.936 -2.552
-1.557 -0.165 0.680
-3.401 -0.705 0.151
1.679 -0.141 -0.429
-1.535 0.327 0.140
0.800 0.359 1.141
1.518 0.372 0.585
-2.641 0.768 0.871
1.405 2.100 0.227
0.532 -0.583 -0.359
0.923 0.378 -0.503
1.009 -0.991 0.443

natural (NBO) analysis output, partial charges in e: C 0.3496; C -0.2177; N -0.5610; N -0.3461; N -0.9128; N 0.2955; O -0.2329; H 0.2684; H 0.2784; H 0.3613; H 0.4276; H 0.4170; H 0.4382; H 0.4345

***

4.
C2H7N5 | ωB97M-V/def2-TZVPD

Computed properties:
Multiplicity: 1
Relative energy (zero: lowest compared OMol25 entry of this formula, charge and spin): 74.0 kcal per mole
HOMO-LUMO gap: 0.356 Eh
DFT total energy: -354.07346 Eh

Element x y z (Å)
C  0.259  -0.940  0.698
C  -0.138  1.477  -1.141
H  -0.986  0.618  1.378
H  -0.530  -0.829  2.570
H  1.362  -2.374  -0.212
H  0.454  -0.860  -1.252
H  -1.978  0.473  -0.876
H  -0.711  2.260  -1.729
H  1.612  0.897  0.058
N  -0.302  -0.199  1.726
N  1.189  -1.931  0.741
N  -0.398  -0.687  -0.571
N  -0.979  0.488  -0.654
N  1.146  1.607  -0.736

Cartesian forces, eV/Å:
1.040 -3.368 -1.192
3.021 1.621 2.520
1.957 -2.990 1.244
0.433 1.987 -1.776
-0.673 1.019 1.446
-2.583 0.781 0.922
0.697 0.088 -0.437
1.392 -0.725 0.502
-2.304 1.902 -2.892
-0.943 -0.397 0.754
-2.459 2.888 -0.069
4.222 -4.008 0.552
-1.365 2.569 -1.496
-2.433 -1.367 -0.076

natural (NBO) analysis output, partial charges in e: C 0.5532; C 0.2373; H 0.4249; H 0.4256; H 0.3399; H 0.3635; H 0.3886; H 0.1879; H 0.3826; N -0.8752; N -0.7729; N -0.4695; N -0.4857; N -0.7004

***

5.
C2H7N5O | ωB97M-V/def2-TZVPD

Computed properties:
Multiplicity: 1
Relative energy (zero: lowest compared OMol25 entry of this formula, charge and spin): 176.7 kcal per mole
HOMO-LUMO gap: 0.345 Eh
DFT total energy: -429.14195 Eh

Element x y z (Å)
C  0.900  -0.549  -0.026
C  -2.150  0.489  -0.193
H  2.207  0.163  1.147
H  3.049  1.507  -0.826
H  0.324  1.449  -0.594
H  -0.431  -1.813  0.534
H  -1.610  -0.732  -1.522
H  -2.695  1.176  -0.974
H  -3.027  0.972  1.459
N  2.044  1.419  0.207
N  1.101  0.599  -0.715
N  -0.290  -1.188  -0.321
N  -1.221  -0.448  -0.715
N  -2.146  0.556  1.060
O  1.660  -1.116  0.685

Cartesian forces, eV/Å:
-3.708 0.406 -3.591
1.540 -0.172 0.559
0.458 2.218 -2.850
-2.893 -0.378 4.389
1.716 -3.852 -0.992
-0.426 0.651 -1.462
-1.057 -1.152 -3.865
0.723 -1.900 1.252
1.600 0.336 -0.564
3.794 -2.680 -3.278
-0.909 5.554 3.198
4.078 -4.032 5.483
-5.679 5.134 -3.099
-2.506 0.468 1.593
3.268 -0.602 3.225

natural (NBO) analysis output, partial charges in e: C 0.7689; C 0.2517; H 0.4391; H 0.3001; H 0.4275; H 0.3642; H 0.3500; H 0.1882; H 0.3581; N -0.7458; N -0.5323; N -0.4164; N -0.4442; N -0.7042; O -0.6049

***

6.
C2H7N5O | ωB97M-V/def2-TZVPD

Computed properties:
Multiplicity: 1
Relative energy (zero: lowest compared OMol25 entry of this formula, charge and spin): 116.7 kcal per mole
HOMO-LUMO gap: 0.304 Eh
DFT total energy: -429.23743 Eh

Element x y z (Å)
C  -1.543  0.138  0.308
C  -0.563  -0.739  0.262
N  0.704  1.837  -0.375
N  1.713  -0.883  -0.229
N  -0.735  -2.097  -0.057
O  0.843  1.088  0.847
N  0.755  -0.356  0.629
N  -2.424  0.985  0.215
H  -0.235  2.232  -0.394
H  1.379  2.592  -0.298
H  2.619  -0.857  0.228
H  1.749  -0.373  -1.115
H  -1.442  -2.256  -0.762
H  0.150  -2.523  -0.305
H  -2.968  1.212  1.048

Cartesian forces, eV/Å:
0.431 -0.505 0.459
-0.562 0.601 -0.587
0.086 -0.542 -0.146
-0.006 0.460 -0.157
-0.036 -0.329 0.228
-0.308 -0.620 -0.442
0.817 0.636 0.503
-0.426 0.617 -0.509
0.095 -0.098 0.206
-0.042 -0.186 0.162
-0.215 0.038 -0.001
-0.057 0.021 0.159
0.167 0.046 0.032
-0.140 0.123 -0.070
0.197 -0.264 0.164

natural (NBO) analysis output, partial charges in e: C 0.2872; C 0.1126; N -0.5719; N -0.6689; N -0.8210; O -0.2796; N -0.0040; N -0.6282; H 0.3569; H 0.3523; H 0.3695; H 0.3579; H 0.3801; H 0.3991; H 0.3581

***

no.,HOMO (eV)
1,-8.94
2,-8.19
3,-14.60
4,-9.02
5,-8.76
6,-7.30